Entry from the OMol25 dataset: C28H26As2Cl6DyN4O6Si as an isolated structure at a distorted geometry (ωB97M-V/def2-TZVPD).

Last column: Mulliken spin population.
Cartesian coordinates (Å):
Dy 1.15 0.99 -0.14  4.98
As 0.02 -2.17 1.98  0.00
As -2.09 0.45 1.95  0.00
Cl 2.31 0.53 2.74  0.00
Cl 4.25 -2.36 2.13  0.00
Cl -5.04 -0.18 -3.00  0.00
Cl 0.36 4.13 1.98  0.00
Cl -4.30 2.73 -3.81  0.00
Cl 5.49 0.99 1.82  0.00
Si 3.93 -0.33 1.57  0.00
O -0.88 -2.79 -1.88  0.00
O -0.77 4.06 2.89  0.00
O 0.61 3.47 -3.78  0.00
O -0.02 5.01 0.89  0.00
O 0.50 2.51 1.34  0.01
O 2.99 1.86 -0.68  0.01
N 2.94 3.21 -0.96  0.00
N -0.20 -0.64 -1.43  -0.01
N 0.38 2.02 -2.04  0.02
N 2.40 -1.59 -1.18  0.00
C -4.16 -1.60 1.31  0.00
C 0.01 -1.95 -1.67  -0.01
C -1.93 -2.46 1.58  0.00
C -1.12 0.08 -2.16  -0.01
C -2.42 -0.50 -2.48  0.00
C 1.74 -3.68 -2.19  0.00
C 4.02 -3.28 -1.58  0.00
C 1.43 -2.42 -1.63  0.00
C 3.77 4.00 -0.20  0.00
C 0.53 -4.10 1.83  0.00
C 2.56 4.94 -2.56  0.00
C 3.66 -2.02 -1.18  0.00
C -3.42 0.33 -2.97  0.00
C 4.11 5.28 -0.71  0.00
C -4.55 -2.81 0.76  0.00
C 0.08 -2.21 3.96  0.00
C -2.85 -1.41 1.75  0.00
C -0.79 1.43 -2.53  0.01
C -3.63 -3.83 0.55  0.00
C -3.08 1.68 -3.36  0.00
C -2.17 0.72 3.90  0.00
C 3.04 -4.14 -2.16  0.00
C -2.31 -3.63 0.94  0.00
C 3.58 5.65 -1.94  0.00
C -1.78 2.15 -3.23  0.00
C 0.95 3.03 -2.66  0.00
C 2.17 3.69 -2.06  0.00
C -3.68 1.49 1.41  0.00
H -2.57 -1.58 -2.34  0.00
H 0.53 -4.45 0.80  0.00
H 3.27 -5.12 -2.59  0.00
H -4.89 -0.82 1.44  0.00
H -3.42 2.55 1.43  0.00
H 4.43 -1.28 -0.88  0.00
H 5.08 -3.54 -1.59  0.00
H 1.53 -4.25 2.23  0.00
H 4.26 3.50 0.64  0.00
H 0.77 -2.98 4.34  0.00
H 0.50 -1.24 4.29  0.00
H 3.90 6.54 -2.45  0.00
H -2.06 1.80 4.06  0.00
H -3.95 -4.74 0.03  0.00
H -0.18 -4.64 2.46  0.00
H -0.90 -2.32 4.46  0.00
H 2.06 5.39 -3.44  0.00
H 4.74 5.98 -0.16  0.00
H -1.41 0.19 4.47  0.00
H -3.18 0.49 4.25  0.00
H -1.53 -4.36 0.70  0.00
H -1.54 3.15 -3.54  0.00
H 0.91 -4.23 -2.63  0.00
H -3.97 1.20 0.38  0.00
H -5.60 -2.93 0.47  0.00
H -4.57 1.39 2.05  0.00

Properties
total charge = -1
multiplicity = 6
calculated total energy = -276476.6470 eV
ΔE to the lowest compared entry with this formula, charge and spin = 2.297 eV
HOMO energy (alpha / beta) = -0.1527 / -0.1528 hartree
gap between HOMO and LUMO (alpha / beta) = 5.13 / 5.13 eV
LUMO (alpha / beta) = 0.03602 / 0.03589 Ha



Entry from the OMol25 dataset: C28H26BF2N10S2Tb as an isolated structure at a distorted geometry (ωB97M-V/def2-TZVPD).

Last column: Mulliken spin population.
Cartesian coordinates (Å):
Tb 0.32 0.68 -1.00  5.96
S 2.35 1.64 -2.51  0.00
S -0.49 -3.20 -3.73  0.00
F -2.07 0.55 -1.69  0.01
F -3.88 2.04 -1.33  0.00
N -0.10 2.61 -3.36  0.00
N -0.67 -0.65 0.89  0.01
N -0.60 2.37 0.53  0.00
N 2.86 -3.71 8.55  0.00
N 2.00 0.68 0.80  0.01
N 0.12 -0.77 -3.12  0.00
N 1.43 2.05 -4.94  0.00
N -0.32 2.84 -2.06  0.01
N -0.04 -3.61 -1.09  0.00
N 0.25 -1.52 -1.98  0.01
C -1.55 2.78 -1.64  -0.02
C 1.12 2.14 -3.63  0.00
C -0.82 -2.30 2.50  0.00
C 0.85 -1.32 4.87  0.00
C -1.39 3.48 2.51  0.00
C 2.59 -3.31 7.52  0.00
C 3.32 0.47 2.70  0.00
C -1.69 -1.35 -6.14  0.00
C 1.17 -1.80 6.14  0.00
C -0.52 2.56 1.85  0.00
C -1.55 3.01 -0.20  0.01
C 3.81 1.50 1.92  0.00
C -2.50 3.85 0.44  0.00
C 1.58 -1.62 3.77  -0.01
C 1.29 -0.97 2.48  0.01
C 0.03 -1.28 1.93  0.00
C 2.98 1.59 0.77  0.00
C 2.28 -2.72 6.25  0.00
C -2.42 4.09 1.81  0.00
C -0.16 -1.46 -4.17  0.00
C 2.69 -2.50 3.87  0.00
C 2.96 -3.04 5.12  0.00
C -0.07 -2.78 -2.13  0.00
C -3.22 1.65 -3.70  0.00
C -1.93 -2.30 1.74  0.00
C -1.83 -1.26 0.81  0.00
C -0.34 -0.98 -5.55  0.00
C 2.16 -0.07 1.99  0.00
B -2.77 1.88 -2.20  0.00
H 0.18 1.91 2.37  0.00
H -3.95 2.43 -3.93  0.00
H -0.38 -4.54 -1.21  0.00
H 3.21 -2.73 2.96  0.00
H 0.10 -3.18 -0.15  0.00
H -2.58 -0.88 0.14  0.00
H 4.61 2.20 2.16  0.00
H 3.70 0.13 3.66  0.00
H 0.89 2.71 -5.48  0.00
H -3.06 4.78 2.26  0.00
H 0.02 -0.65 4.84  0.00
H -3.25 4.28 -0.19  0.00
H -1.79 -1.09 -7.24  0.00
H -1.88 -2.44 -6.01  0.00
H -0.22 0.09 -5.48  0.00
H 2.41 1.90 -5.19  0.00
H 3.07 2.28 -0.08  0.00
H 3.68 -3.84 5.20  0.00
H -1.23 3.65 3.55  0.00
H 0.50 -1.24 -6.21  0.00
H 0.63 -1.53 7.04  0.00
H -3.55 0.60 -3.78  0.00
H -2.56 -0.84 -5.68  0.00
H -2.80 -2.85 1.89  0.00
H -2.37 1.91 -4.35  0.00
H -0.59 -2.99 3.32  0.00

Properties
total charge = 0
multiplicity = 7
calculated total energy = -94580.6428 eV
HOMO energy (alpha / beta) = -0.2816 / -0.2816 hartree
gap between HOMO and LUMO (alpha / beta) = 6.84 / 6.84 eV
LUMO (alpha / beta) = -0.03037 / -0.03029 Ha



Entry from the OMol25 dataset: C28H26Cl2FN6O7PSW as an isolated structure at a distorted geometry (ωB97M-V/def2-TZVPD).

Last column: Löwdin charge in e.
Cartesian coordinates (Å):
W 0.00 0.11 -0.24  1.12
Cl -1.14 3.76 2.24  0.70
Cl -2.96 0.54 -1.62  0.77
S 0.78 -0.89 2.04  0.71
P -0.04 0.43 -2.62  0.59
F -5.56 -3.25 0.09  0.09
O 0.51 -1.92 -0.95  -0.15
O -1.46 -1.64 -0.05  -0.16
O -5.28 -5.16 2.16  0.11
O -0.97 -5.90 0.92  0.09
O 1.49 0.06 -2.97  -0.33
O -0.86 -0.33 -3.80  -0.31
O -0.29 1.87 -3.26  -0.29
N 9.78 1.35 0.20  0.15
N -2.13 -4.29 -0.21  0.01
N -1.05 1.49 0.30  -0.18
N -3.15 -5.55 1.44  0.22
N -1.74 -0.18 2.81  0.09
N -0.21 0.57 4.13  -0.11
C -0.93 -3.84 -0.90  -0.01
C -0.40 -0.11 2.99  -0.72
C -3.54 4.12 1.02  -0.11
C -4.53 3.78 0.12  -0.08
C -3.22 1.93 -0.62  -0.56
C 5.14 2.42 -0.53  -0.03
C -4.38 -4.89 1.39  -0.40
C 7.20 1.36 0.11  -0.24
C 8.63 1.36 0.16  -0.20
C -2.00 -5.29 0.74  -0.46
C -1.43 0.96 4.64  -0.06
C -4.38 2.68 -0.71  -0.11
C 3.01 1.25 -0.12  -0.11
C 6.49 0.27 0.61  -0.03
C -3.33 -3.64 -0.42  0.04
C 1.79 1.12 -0.20  -0.24
C 0.14 3.04 -2.53  -0.09
C 2.09 0.34 -4.23  -0.09
C 4.42 1.33 -0.03  -0.25
C 6.52 2.44 -0.45  -0.03
C 5.12 0.25 0.53  -0.02
C -2.16 2.24 0.27  -0.45
C -0.61 -2.38 -0.60  -0.67
C 1.08 0.94 4.68  -0.01
C -2.39 0.49 3.82  -0.06
C -0.82 -1.75 -3.91  -0.11
C -2.39 3.37 1.10  -0.61
C -4.41 -3.90 0.33  -0.18
H 0.45 3.77 -3.27  0.09
H 1.32 1.97 4.42  0.10
H -1.03 -3.95 -1.98  0.14
H -3.37 -2.92 -1.22  0.14
H -0.10 -4.46 -0.56  0.14
H -3.46 0.59 3.85  0.13
H 1.05 0.84 5.76  0.10
H 2.58 1.32 -4.19  0.09
H 7.08 3.29 -0.83  0.12
H -3.66 4.98 1.68  0.11
H 4.55 -0.60 0.90  0.12
H -5.15 2.40 -1.41  0.11
H -0.78 -1.99 -4.97  0.10
H 0.06 -2.17 -3.41  0.08
H 2.83 -0.43 -4.41  0.09
H -2.15 -0.62 2.00  0.13
H 7.03 -0.56 1.06  0.12
H -1.50 1.53 5.55  0.13
H 1.35 0.34 -5.03  0.09
H -1.74 -2.17 -3.48  0.08
H -0.69 3.43 -1.94  0.08
H 1.84 0.28 4.27  0.07
H 0.97 2.80 -1.86  0.05
H -5.43 4.38 0.05  0.11
H -3.09 -6.31 2.11  0.17
H 4.61 3.26 -0.96  0.11

Properties
total charge = 0
calculated total energy = -102445.2431 eV
ΔE to the lowest compared entry with this formula, charge and spin = 0.953 eV
HOMO energy = -0.2510 hartree
gap between HOMO and LUMO = 6.48 eV
LUMO = -0.01272 Ha



Entry from the OMol25 dataset: C28H26Cl2N4O12STi as an isolated structure (ωB97M-V/def2-TZVPD).

Last column: Löwdin charge in e.
Cartesian coordinates (Å):
Ti 0.04 0.10 0.37  1.29
Cl -1.25 -6.52 -1.32  0.77
Cl 2.79 -3.89 1.05  0.73
S -0.63 -4.34 -5.12  0.41
O -1.25 -0.12 1.82  -0.09
O -1.69 -4.75 -4.20  -0.37
O 1.24 0.74 1.97  -0.07
O 1.35 2.24 -0.17  -0.01
O -3.23 3.68 0.00  0.14
O 0.49 -5.27 -5.17  -0.35
O -4.52 3.28 2.66  0.18
O -0.16 3.00 2.02  -0.10
O -1.30 1.33 -0.32  -0.11
O -2.99 1.09 3.99  0.12
O -1.11 -3.85 -6.39  -0.34
O 0.99 -1.46 0.59  -0.18
N -1.22 -1.42 -0.59  0.06
N 0.77 0.27 4.12  -0.08
N 0.96 0.25 -1.68  0.04
N 2.22 4.30 -0.43  -0.13
C -1.27 -3.81 -1.00  -0.14
C 0.57 -2.66 0.16  -0.34
C 0.03 -2.89 -4.29  -0.25
C -3.70 2.58 2.15  -0.22
C 0.34 2.53 3.25  -0.07
C 0.67 -5.04 -0.20  -0.10
C -0.67 -2.65 -0.48  -0.15
C -3.08 2.74 0.74  -0.26
C 1.25 -3.84 0.29  -0.58
C 1.16 -1.13 3.94  0.01
C -2.98 1.38 2.81  -0.26
C 3.10 3.86 -1.50  -0.01
C -2.50 -3.66 -1.66  0.02
C 1.41 3.42 0.19  -0.36
C -0.33 -0.63 -3.55  -0.03
C 0.74 -0.77 -2.68  -0.30
C 1.52 -1.91 -2.68  -0.03
C 0.19 0.65 5.41  0.00
C -0.55 -5.03 -0.81  -0.58
C -3.06 -2.41 -1.74  0.00
C 0.56 3.98 1.33  -0.08
C 2.28 5.71 -0.08  -0.03
C -2.16 0.82 1.74  -0.26
C 1.16 -2.98 -3.49  -0.03
C -2.18 1.59 0.62  -0.28
C 0.81 1.09 3.09  -0.37
C -0.68 -1.70 -4.36  -0.04
C -2.39 -1.30 -1.19  -0.07
H -0.46 2.60 3.99  0.13
H -1.53 -1.64 -5.03  0.12
H 1.19 4.56 2.01  0.14
H 1.69 -1.25 3.00  0.08
H -2.96 -4.51 -2.14  0.10
H -2.79 -0.30 -1.27  0.13
H 1.95 0.33 -1.47  0.11
H 3.03 5.91 0.69  0.10
H -0.17 4.66 0.89  0.15
H 1.73 -3.90 -3.49  0.12
H 1.32 6.09 0.25  0.09
H 1.18 3.13 3.61  0.15
H 1.80 -1.42 4.77  0.10
H -4.00 -2.25 -2.25  0.12
H 1.20 -5.97 -0.07  0.11
H 0.67 1.17 -2.01  0.10
H 0.69 1.51 5.83  0.10
H 3.16 2.78 -1.50  0.08
H 2.38 -1.98 -2.03  0.12
H -0.92 0.28 -3.56  0.12
H 0.26 -1.75 3.93  0.12
H 2.55 6.27 -0.98  0.10
H 4.10 4.27 -1.33  0.10
H 2.74 4.21 -2.46  0.10
H 0.32 -0.19 6.09  0.10
H -0.88 0.83 5.30  0.09

Properties
total charge = 0
calculated total energy = -118987.0314 eV
ΔE to the lowest compared entry with this formula, charge and spin = 0.638 eV
HOMO energy = -0.2874 hartree
gap between HOMO and LUMO = 6.23 eV
LUMO = -0.05840 Ha